Below is 9 unconnected molecules or ions with the total composition C81H171N9O9 at a distorted geometry, with properties calculated with wB97M-V/def2-TZVPD.

Computed properties:
highest occupied orbital energy = -7.95 eV

XYZ file:
```
270
C81H171N9O9, DFT wB97M-V/def2-TZVPD
C 1.26 -2.16 4.81
C 1.22 -3.18 5.88
C 2.20 -2.74 6.97
C -0.26 -3.07 6.39
C -1.27 -3.84 5.65
C -0.81 -5.27 5.30
C 0.58 -5.37 4.66
C 0.85 -6.87 4.66
C 0.62 -4.95 3.20
N 1.46 -4.60 5.50
O 2.68 -4.93 5.18
H 2.26 -2.18 4.38
H 0.41 -2.16 4.13
H 1.11 -1.15 5.20
H 2.19 -3.38 7.85
H 3.23 -2.70 6.61
H 2.12 -1.72 7.33
H -0.33 -3.26 7.46
H -0.58 -2.03 6.45
H -2.11 -3.87 6.35
H -1.57 -3.26 4.77
H -1.49 -5.42 4.46
H -1.02 -5.96 6.12
H 1.88 -7.08 4.37
H 0.21 -7.38 3.94
H 0.79 -7.31 5.65
H 0.33 -3.90 3.06
H -0.04 -5.56 2.58
H 1.63 -4.93 2.80
H 2.82 -4.47 4.35
C -1.05 -2.93 -0.75
C -0.94 -1.48 -0.15
C -0.62 -1.58 1.34
C 0.23 -0.86 -0.88
C 0.27 0.68 -0.73
C -1.06 1.28 -1.25
C -2.29 0.68 -0.51
C -2.44 1.30 0.92
C -3.50 1.17 -1.39
N -2.20 -0.77 -0.49
O -3.39 -1.40 -0.20
H -1.46 -2.72 -1.74
H -0.16 -3.53 -0.94
H -1.71 -3.65 -0.26
H -1.53 -1.79 1.89
H 0.04 -2.41 1.56
H -0.14 -0.66 1.68
H 1.16 -1.27 -0.51
H 0.09 -1.02 -1.96
H 0.42 1.13 0.25
H 1.11 1.01 -1.34
H -0.94 1.20 -2.33
H -1.08 2.34 -1.02
H -3.04 0.58 1.48
H -2.76 2.33 1.01
H -1.53 1.27 1.52
H -3.57 0.76 -2.40
H -3.56 2.26 -1.35
H -4.41 0.86 -0.87
H -3.68 -1.85 -1.00
C 4.85 0.74 -5.45
C 4.20 1.61 -4.32
C 3.18 0.72 -3.57
C 5.34 1.85 -3.37
C 5.01 2.92 -2.22
C 4.54 4.28 -2.93
C 3.32 4.11 -3.90
C 2.11 3.97 -2.97
C 3.43 5.34 -4.75
N 3.58 2.87 -4.76
O 2.52 2.66 -5.62
H 5.31 1.27 -6.29
H 5.59 0.01 -5.13
H 4.10 0.05 -5.83
H 2.80 1.22 -2.68
H 2.26 0.63 -4.15
H 3.50 -0.30 -3.37
H 5.72 0.95 -2.89
H 6.20 2.29 -3.87
H 4.29 2.52 -1.50
H 5.92 3.04 -1.62
H 5.45 4.56 -3.46
H 4.16 5.02 -2.22
H 2.18 3.19 -2.20
H 1.24 3.56 -3.49
H 1.84 4.96 -2.61
H 2.70 5.20 -5.55
H 4.42 5.48 -5.20
H 3.18 6.13 -4.06
H 2.70 3.22 -6.38
C 2.04 5.84 4.57
C 2.59 6.69 3.37
C 3.03 8.12 3.92
C 3.78 6.03 2.75
C 3.44 4.78 1.86
C 2.46 5.21 0.75
C 1.16 5.83 1.32
C 0.47 6.53 0.12
C 0.28 4.65 1.81
N 1.54 6.85 2.31
O 0.49 7.62 2.64
H 1.87 4.86 4.13
H 2.83 5.76 5.32
H 1.20 6.34 5.06
H 2.29 8.60 4.56
H 3.82 7.90 4.64
H 3.45 8.79 3.17
H 4.26 6.83 2.18
H 4.48 5.63 3.49
H 4.30 4.38 1.33
H 3.07 3.93 2.42
H 2.37 4.32 0.13
H 2.95 6.00 0.17
H 1.08 7.30 -0.34
H -0.47 7.02 0.36
H 0.10 5.81 -0.61
H 0.89 3.80 2.11
H -0.44 4.23 1.10
H -0.41 5.06 2.55
H 0.87 8.42 2.26
C 2.95 0.31 3.07
C 4.13 0.23 2.06
C 3.71 0.56 0.56
C 5.10 1.32 2.45
C 5.99 1.00 3.66
C 6.75 -0.31 3.44
C 5.76 -1.54 3.17
C 6.58 -2.63 2.51
C 5.18 -2.10 4.53
N 4.76 -1.11 2.15
O 3.91 -2.16 1.74
H 3.33 0.40 4.08
H 2.31 1.17 2.85
H 2.32 -0.58 3.05
H 4.65 0.52 0.00
H 3.18 -0.31 0.16
H 3.19 1.51 0.51
H 5.77 1.65 1.65
H 4.62 2.26 2.74
H 6.72 1.77 3.91
H 5.48 0.80 4.60
H 7.29 -0.65 4.33
H 7.47 -0.16 2.63
H 5.98 -3.53 2.65
H 7.50 -2.87 3.05
H 6.92 -2.44 1.49
H 4.37 -2.82 4.50
H 4.85 -1.26 5.15
H 6.03 -2.46 5.11
H 4.32 -2.47 0.93
C -5.47 -3.67 -5.32
C -5.63 -2.35 -4.54
C -5.42 -2.71 -3.05
C -4.62 -1.31 -4.89
C -4.92 -0.54 -6.23
C -6.36 -0.05 -6.18
C -7.51 -1.03 -5.82
C -8.71 -0.05 -5.47
C -7.80 -2.01 -7.02
N -6.99 -1.87 -4.66
O -8.00 -2.58 -4.16
H -6.37 -4.27 -5.15
H -5.46 -3.45 -6.39
H -4.61 -4.25 -5.00
H -6.13 -3.46 -2.72
H -4.45 -3.15 -2.86
H -5.44 -1.90 -2.32
H -4.68 -0.56 -4.10
H -3.59 -1.66 -4.82
H -4.35 0.37 -6.44
H -4.63 -1.19 -7.06
H -6.50 0.22 -7.22
H -6.33 0.84 -5.53
H -8.54 0.68 -4.68
H -9.62 -0.61 -5.24
H -8.98 0.50 -6.37
H -8.56 -1.69 -7.74
H -8.04 -3.01 -6.65
H -6.99 -2.14 -7.74
H -8.14 -2.08 -3.36
C 0.33 7.82 -3.36
C -0.98 7.27 -3.88
C -1.70 8.41 -4.72
C -0.66 6.08 -4.87
C -1.75 5.07 -4.87
C -2.23 4.50 -3.46
C -2.83 5.71 -2.72
C -4.20 6.13 -3.29
C -3.15 5.25 -1.28
N -1.81 6.77 -2.70
O -2.18 7.75 -1.87
H 0.25 8.76 -2.82
H 0.76 7.05 -2.72
H 1.08 7.92 -4.15
H -2.69 8.01 -4.95
H -1.77 9.44 -4.38
H -1.15 8.46 -5.67
H -0.40 6.47 -5.86
H 0.30 5.62 -4.63
H -2.65 5.44 -5.37
H -1.54 4.26 -5.57
H -1.46 4.14 -2.78
H -2.86 3.63 -3.63
H -4.86 6.71 -2.65
H -4.75 5.24 -3.57
H -4.19 6.71 -4.22
H -3.71 5.96 -0.66
H -2.22 5.05 -0.74
H -3.75 4.35 -1.17
H -1.74 7.48 -1.06
C 4.76 -1.92 -1.57
C 4.76 -3.43 -1.71
C 4.18 -3.97 -3.02
C 6.31 -3.77 -1.68
C 6.59 -5.26 -1.46
C 5.84 -5.76 -0.26
C 4.36 -5.44 -0.22
C 3.67 -6.44 -1.20
C 3.93 -5.76 1.24
N 4.08 -3.96 -0.56
O 2.77 -3.66 -0.47
H 3.76 -1.49 -1.65
H 5.11 -1.58 -0.60
H 5.41 -1.50 -2.34
H 4.44 -3.26 -3.82
H 4.57 -4.93 -3.37
H 3.11 -4.17 -3.06
H 6.71 -3.29 -2.57
H 6.83 -3.29 -0.86
H 6.23 -5.69 -2.39
H 7.64 -5.53 -1.28
H 6.31 -5.51 0.69
H 5.87 -6.84 -0.14
H 3.93 -6.39 -2.26
H 2.60 -6.30 -1.02
H 3.84 -7.44 -0.79
H 4.28 -5.16 2.08
H 4.29 -6.74 1.53
H 2.84 -5.84 1.25
H 2.66 -3.16 0.34
C -3.97 -4.93 2.94
C -5.20 -4.00 3.28
C -4.74 -2.52 3.58
C -6.03 -3.92 1.95
C -7.44 -3.30 2.07
C -8.21 -4.15 3.10
C -7.51 -4.34 4.50
C -7.80 -3.10 5.41
C -8.11 -5.63 5.11
N -6.05 -4.63 4.25
O -5.35 -5.07 5.38
H -4.10 -5.95 2.57
H -3.32 -4.46 2.20
H -3.30 -5.10 3.78
H -5.60 -1.87 3.69
H -4.38 -2.48 4.61
H -3.99 -2.15 2.88
H -5.53 -3.30 1.20
H -6.05 -4.92 1.51
H -7.28 -2.34 2.55
H -8.11 -3.22 1.21
H -8.59 -5.04 2.60
H -9.10 -3.57 3.38
H -7.26 -3.19 6.36
H -8.78 -3.06 5.88
H -7.49 -2.14 5.01
H -7.80 -5.85 6.13
H -7.91 -6.53 4.53
H -9.19 -5.72 5.11
H -5.36 -6.03 5.30
```